[1]
{"formula": "C40H39BrClGeN2ReSi", "method": "ωB97M-V/def2-TZVPD", "charge": 2, "lumo_energy_ev": [-6.76, -6.70], "symbols": ["Re", "Br", "C", "C", "C", "C", "N", "C", "H", "H", "H", "H", "C", "Si", "C", "C", "N", "C", "C", "C", "C", "C", "C", "H", "H", "H", "H", "H", "H", "H", "H", "H", "H", "H", "H", "H", "H", "Cl", "C", "C", "C", "C", "C", "C", "C", "H", "H", "H", "H", "H", "H", "C", "Ge", "C", "C", "C", "C", "C", "C", "C", "C", "C", "C", "C", "C", "C", "C", "C", "C", "C", "C", "H", "H", "H", "H", "H", "H", "H", "H", "H", "H", "H", "H", "H", "H", "H"], "xyz": [[0.685019, 2.086386, -1.245542], [-5.233560, 2.556522, -1.863802], [-3.538894, 3.335414, -1.740185], [-3.402620, 4.712908, -1.796517], [-2.128885, 5.256570, -1.767402], [-1.052887, 4.410024, -1.676737], [-1.180588, 3.063559, -1.584226], [-2.421159, 2.536231, -1.617076], [-4.278095, 5.347612, -1.875164], [-1.974250, 6.326163, -1.829754], [-0.042400, 4.810152, -1.678513], [-2.506371, 1.462111, -1.568229], [5.276582, 1.728879, -2.836797], [3.582264, 2.343118, -2.436139], [2.534810, 2.567357, -3.974526], [3.710824, 3.922815, -1.462492], [2.464426, 1.280324, -1.507521], [2.562463, -0.103557, -1.412519], [3.722786, -0.880212, -1.486870], [3.613828, -2.254416, -1.487340], [2.367030, -2.896721, -1.397149], [1.232991, -2.150070, -1.247449], [1.320091, -0.743750, -1.229289], [5.773937, 2.516584, -3.420286], [5.279064, 0.815950, -3.440352], [5.879222, 1.563881, -1.935918], [2.818525, 3.459377, -4.547636], [1.456685, 2.662595, -3.742783], [2.639178, 1.696860, -4.632838], [4.509718, 4.543806, -1.892764], [3.976758, 3.734076, -0.414211], [2.793830, 4.534702, -1.479405], [4.697915, -0.410072, -1.522555], [4.512874, -2.852685, -1.563569], [2.312023, -3.978394, -1.432526], [0.270292, -2.637486, -1.140091], [-0.713202, -0.313519, -0.820038], [2.955918, -0.574033, 5.340739], [2.366914, 0.318961, 3.982085], [1.017199, 0.600800, 3.876125], [0.563359, 1.353336, 2.801942], [1.435670, 1.834566, 1.832583], [0.927028, 2.734374, 0.753213], [2.783675, 1.508880, 1.941233], [3.252879, 0.751636, 3.006355], [0.332569, 0.242468, 4.638539], [-0.492085, 1.615095, 2.734664], [1.629460, 3.555491, 0.551403], [-0.040081, 3.154282, 1.023598], [3.484598, 1.866850, 1.189256], [4.307639, 0.511143, 3.094891], [0.260641, 0.187784, -1.057830], [-1.843860, -1.833730, 0.610376], [-2.651937, -2.660538, -0.917514], [-2.375232, -2.351398, -2.248273], [-3.000029, -3.071394, -3.256020], [-3.868970, -4.107534, -2.936890], [-4.132407, -4.422085, -1.608257], [-3.538928, -3.688622, -0.589890], [-0.392407, -2.663157, 1.567342], [0.974068, -2.409559, 1.490323], [1.847263, -3.162095, 2.266351], [1.362229, -4.149037, 3.114254], [-0.003915, -4.392871, 3.198748], [-0.888742, -3.650847, 2.426678], [-3.019090, -0.957709, 1.801828], [-2.514806, -0.500929, 3.029085], [-3.391501, -0.026621, 3.989994], [-4.763194, -0.016430, 3.731568], [-5.263443, -0.476115, 2.516288], [-4.394110, -0.938214, 1.539615], [-1.680221, -1.560765, -2.506957], [-2.807099, -2.822446, -4.293405], [-4.349762, -4.671955, -3.726627], [-4.802207, -5.236282, -1.361412], [-3.772781, -3.921667, 0.444583], [1.365137, -1.639525, 0.842928], [2.913675, -2.969603, 2.209251], [2.052209, -4.736240, 3.711660], [-0.383572, -5.163048, 3.861300], [-1.954588, -3.856287, 2.497938], [-1.449895, -0.543525, 3.230377], [-3.013498, 0.316249, 4.948457], [-5.449764, 0.342982, 4.491581], [-6.333963, -0.474042, 2.330157], [-4.780272, -1.299691, 0.591974]], "atomic_forces_ev_per_a": [[0.751, -1.551, 1.214], [-0.078, -0.132, 0.060], [-0.169, -0.006, -0.024], [-0.043, 0.124, -0.028], [-0.104, 0.204, -0.015], [0.140, -0.337, -0.008], [-0.478, 0.409, -0.266], [0.357, 0.141, -0.091], [0.067, -0.059, -0.010], [-0.012, -0.072, 0.019], [-0.005, -0.070, 0.029], [0.059, -0.093, 0.047], [0.195, -0.162, -0.018], [-0.392, 0.088, 0.001], [0.169, 0.203, -0.255], [-0.023, 0.311, 0.125], [-0.083, 0.119, 0.146], [-0.219, -0.242, -0.086], [0.157, 0.312, 0.035], [-0.109, -0.172, 0.039], [0.338, -0.214, -0.200], [-0.187, 0.359, -0.530], [0.262, -0.214, -0.368], [-0.080, -0.146, 0.093], [0.020, 0.131, 0.081], [-0.055, 0.024, -0.152], [-0.100, -0.158, 0.054], [0.094, 0.054, -0.069], [-0.086, 0.097, 0.082], [-0.209, -0.078, 0.087], [-0.040, 0.048, -0.179], [0.205, -0.118, 0.029], [-0.090, -0.078, -0.087], [-0.014, -0.002, 0.015], [0.026, 0.084, 0.040], [0.027, 0.010, -0.085], [-0.104, 0.419, -0.082], [-0.031, -0.029, -0.069], [0.085, -0.108, -0.041], [-0.238, -0.033, -0.031], [-0.255, 0.061, 0.088], [-0.038, 0.111, -0.055], [0.151, -0.848, -0.761], [0.214, -0.044, -0.059], [0.155, 0.062, -0.135], [0.090, 0.085, -0.046], [0.139, -0.056, 0.063], [0.049, 0.144, 0.021], [-0.216, 0.115, -0.003], [-0.075, -0.064, 0.126], [-0.131, 0.060, -0.006], [-0.130, 1.261, 0.063], [-0.091, -0.590, 0.636], [0.266, 0.302, -0.151], [-0.111, -0.143, 0.023], [0.002, 0.042, -0.080], [-0.031, -0.020, 0.079], [-0.004, 0.002, -0.051], [-0.035, 0.007, -0.119], [0.126, 0.237, -0.171], [-0.003, -0.073, 0.593], [0.000, 0.086, 0.019], [-0.013, -0.063, 0.008], [-0.017, -0.059, -0.025], [0.117, 0.003, 0.043], [0.128, 0.132, -0.133], [-0.199, -0.032, 0.040], [-0.030, 0.010, 0.042], [0.073, -0.028, -0.001], [-0.128, 0.027, -0.046], [-0.032, 0.168, 0.084], [-0.013, -0.019, -0.010], [-0.006, -0.056, 0.074], [0.042, 0.025, 0.040], [0.001, 0.050, -0.027], [0.008, -0.039, -0.043], [-0.040, -0.049, 0.525], [-0.093, -0.011, 0.025], [-0.085, 0.085, -0.043], [0.040, 0.074, -0.069], [0.061, 0.030, 0.062], [-0.070, -0.036, -0.015], [-0.077, -0.020, -0.121], [0.080, -0.035, -0.084], [0.168, 0.002, 0.058], [0.016, 0.041, 0.041]], "mulliken_charge": [-0.107, -0.135, -0.468, 0.043, -0.990, -0.049, -0.176, 0.214, 0.490, 0.443, 0.412, 0.406, -1.345, 0.197, -0.952, -0.917, 0.821, 0.133, -1.143, -0.993, -0.918, 0.295, 1.657, 0.419, 0.401, 0.360, 0.366, 0.273, 0.309, 0.439, 0.343, 0.274, 0.496, 0.462, 0.501, 0.560, -1.739, -0.205, 0.337, -0.988, -0.032, 0.229, -1.593, 0.239, -0.992, 0.514, 0.432, 0.726, 0.571, 0.136, 0.482, 0.991, -0.231, 0.820, 0.371, -0.756, -0.605, -0.739, -0.495, 0.650, 0.327, -0.896, -0.802, -0.780, -0.643, 0.895, -0.724, -0.623, -0.593, -0.687, -0.406, 0.413, 0.444, 0.420, 0.431, 0.379, 0.534, 0.530, 0.439, 0.468, 0.351, 0.495, 0.459, 0.425, 0.447, 0.452]}

***

[2]
{"formula": "C40H39BrI2N2O3PTi", "method": "ωB97M-V/def2-TZVPD", "multiplicity": 3, "charge": 1, "lumo_energy_ev": [-3.43, -3.51], "symbols": ["Ti", "C", "O", "C", "C", "O", "C", "C", "O", "C", "H", "H", "H", "H", "H", "H", "H", "H", "H", "H", "H", "H", "H", "H", "I", "C", "C", "C", "C", "C", "C", "C", "C", "C", "P", "C", "C", "C", "C", "C", "C", "C", "C", "C", "C", "C", "C", "C", "H", "H", "H", "H", "H", "H", "H", "H", "H", "H", "H", "H", "H", "H", "H", "H", "Br", "C", "C", "C", "C", "C", "C", "N", "C", "C", "C", "C", "C", "C", "N", "H", "H", "H", "H", "H", "H", "H", "H", "H", "I"], "xyz": [[1.419143, 1.263251, -0.397649], [3.993248, 3.190978, -0.388322], [3.567370, 1.841707, -0.180766], [4.522348, 0.906227, -0.703008], [4.093987, -0.507069, -0.276431], [2.817964, -0.469951, 0.370154], [2.938669, -0.433977, 1.788790], [1.544517, -0.521343, 2.354867], [0.662830, 0.238848, 1.522732], [-0.675095, 0.158885, 2.034113], [4.958730, 3.346942, 0.096287], [3.246170, 3.841179, 0.057697], [4.080815, 3.404858, -1.455301], [5.507730, 1.166107, -0.310264], [4.531591, 0.984659, -1.792209], [4.820323, -0.952000, 0.404297], [3.984974, -1.138482, -1.153066], [3.452009, 0.481378, 2.095513], [3.519682, -1.295697, 2.127884], [1.530483, -0.096313, 3.363284], [1.194343, -1.555009, 2.392686], [-0.648425, 0.145872, 3.124733], [-1.161123, -0.744310, 1.665313], [-1.221696, 1.034193, 1.701661], [-1.711064, 1.402333, -1.123420], [-3.499693, 0.369811, -0.621084], [-4.525119, 1.279010, -0.566178], [-5.847915, 0.903595, -0.289257], [-6.121667, -0.408509, -0.073135], [-5.095530, -1.380977, -0.132187], [-5.475575, -2.731000, 0.057135], [-4.567803, -3.737933, -0.037731], [-3.231679, -3.408155, -0.305960], [-2.788609, -2.114880, -0.455564], [-0.994612, -1.914457, -0.825167], [-0.186507, -2.981429, 0.417710], [-0.731961, -3.444044, 1.611094], [0.055354, -4.119922, 2.537337], [1.398039, -4.351586, 2.280788], [1.959819, -3.882347, 1.098108], [1.182342, -3.186102, 0.187551], [-0.945713, -2.897683, -2.376418], [-1.665801, -2.342929, -3.438841], [-1.662243, -2.941391, -4.685730], [-0.929945, -4.103771, -4.895409], [-0.216221, -4.661036, -3.849012], [-0.220531, -4.061926, -2.593760], [-3.730840, -1.030283, -0.398530], [-4.318558, 2.325186, -0.746394], [-6.623403, 1.656400, -0.260301], [-7.130500, -0.740701, 0.135913], [-6.518851, -2.940775, 0.257499], [-4.860967, -4.772312, 0.079730], [-2.511667, -4.211221, -0.410297], [-1.781708, -3.283357, 1.828064], [-0.389908, -4.475901, 3.457567], [2.002203, -4.895796, 2.994984], [3.007430, -4.061125, 0.886396], [1.630020, -2.780453, -0.712316], [-2.235132, -1.431643, -3.287139], [-2.225642, -2.500012, -5.497662], [-0.921137, -4.570998, -5.871287], [0.347945, -5.572085, -4.002620], [0.328479, -4.524327, -1.785319], [0.871889, 3.109428, 6.884080], [0.843596, 3.081932, 4.997343], [-0.345081, 3.314463, 4.324542], [-0.362938, 3.287265, 2.938295], [0.802958, 3.018749, 2.231369], [1.990146, 2.793589, 2.915031], [2.015365, 2.829383, 4.299021], [0.823895, 2.980644, 0.801152], [0.264960, 3.970160, 0.189082], [0.440312, 4.041319, -1.249279], [-0.041686, 5.108840, -1.994515], [0.309519, 5.191134, -3.329206], [1.132951, 4.204869, -3.857033], [1.527517, 3.145751, -3.060523], [1.173848, 3.036431, -1.771229], [-1.251930, 3.509711, 4.879856], [-1.293833, 3.444433, 2.406402], [2.897117, 2.609145, 2.352717], [2.939972, 2.667337, 4.835965], [-0.252231, 4.770858, 0.710382], [-0.662345, 5.856730, -1.520154], [-0.040216, 6.007953, -3.945404], [1.451582, 4.234475, -4.889226], [2.115256, 2.329147, -3.457269], [1.723631, -0.309992, -2.723541]], "atomic_forces_ev_per_a": [[0.271, -0.494, 0.180], [0.023, -0.040, -0.004], [0.106, 0.171, -0.025], [-0.043, -0.034, 0.019], [-0.006, 0.041, 0.017], [0.150, 0.010, 0.001], [-0.088, -0.064, -0.009], [-0.017, -0.052, -0.028], [-0.076, 0.089, 0.120], [0.006, 0.053, -0.027], [-0.002, 0.009, 0.001], [-0.008, 0.005, -0.001], [0.007, 0.004, -0.006], [0.005, -0.012, 0.008], [0.012, 0.017, 0.001], [0.007, 0.009, 0.002], [0.000, -0.016, 0.002], [-0.022, 0.017, -0.022], [-0.001, 0.021, 0.043], [0.004, -0.049, 0.026], [0.012, 0.013, -0.050], [0.002, 0.024, 0.008], [0.001, -0.010, 0.035], [-0.001, -0.023, -0.019], [-0.092, -0.170, -0.420], [-0.193, 0.058, 0.200], [0.094, 0.122, 0.007], [-0.065, -0.077, 0.023], [0.031, 0.048, -0.008], [-0.061, 0.002, 0.018], [0.012, 0.000, 0.003], [0.028, 0.021, -0.010], [0.037, -0.003, -0.007], [-0.042, 0.032, -0.017], [-0.185, -0.063, -0.076], [0.331, 0.031, -0.142], [-0.113, -0.006, 0.019], [0.004, 0.001, 0.014], [0.002, 0.002, -0.003], [0.010, -0.010, -0.004], [-0.084, -0.063, 0.094], [-0.027, 0.141, -0.033], [0.070, -0.021, 0.019], [-0.003, -0.008, 0.008], [-0.018, 0.017, -0.026], [0.027, -0.024, 0.045], [-0.104, -0.015, 0.048], [0.100, -0.091, -0.043], [0.005, -0.010, -0.002], [-0.001, -0.001, 0.005], [-0.001, 0.000, -0.001], [-0.002, 0.004, 0.004], [-0.005, 0.000, 0.000], [-0.006, -0.014, 0.010], [0.032, -0.010, -0.004], [-0.001, -0.001, 0.001], [0.003, -0.001, -0.001], [0.001, 0.006, 0.003], [0.037, -0.020, -0.026], [0.009, 0.029, -0.001], [-0.002, 0.003, 0.004], [0.004, -0.005, 0.003], [0.002, 0.003, 0.003], [0.047, -0.008, 0.009], [-0.003, -0.002, -0.028], [0.001, 0.000, 0.014], [-0.025, 0.002, 0.014], [0.036, -0.024, -0.024], [-0.095, 0.054, -0.040], [-0.008, 0.008, -0.019], [0.034, -0.007, 0.018], [-0.059, 0.230, 0.491], [0.123, -0.054, -0.215], [-0.097, 0.113, 0.244], [0.118, 0.012, -0.075], [0.005, -0.052, 0.011], [-0.019, 0.049, -0.041], [-0.074, -0.093, 0.031], [-0.226, 0.045, -0.287], [-0.003, 0.003, -0.007], [-0.005, 0.005, 0.009], [-0.001, -0.002, 0.007], [0.001, 0.001, -0.003], [0.072, 0.023, 0.052], [0.021, 0.018, 0.002], [-0.001, 0.005, 0.004], [-0.005, 0.001, 0.001], [-0.014, 0.033, -0.022], [0.003, 0.048, -0.125]], "lowdin_spin": [1.610, 0.003, 0.025, 0.004, 0.002, 0.012, 0.003, 0.002, 0.020, 0.002, 0.000, 0.001, 0.000, 0.000, 0.000, 0.000, 0.001, 0.000, 0.000, 0.000, 0.000, 0.000, 0.000, 0.000, 0.008, 0.002, 0.000, 0.000, 0.000, 0.000, 0.000, 0.000, 0.000, 0.000, 0.005, 0.000, 0.000, 0.000, 0.000, 0.000, 0.000, 0.001, 0.001, 0.000, 0.000, 0.000, 0.001, 0.000, 0.000, 0.000, 0.000, 0.000, 0.000, 0.000, 0.000, 0.000, 0.000, 0.000, 0.000, 0.000, 0.000, 0.000, 0.000, 0.000, -0.001, -0.002, 0.001, -0.002, 0.002, 0.000, 0.001, 0.017, 0.127, 0.027, 0.016, 0.023, 0.018, 0.024, 0.025, 0.000, 0.000, 0.001, 0.000, 0.006, 0.000, 0.001, 0.000, 0.002, 0.008]}

***

Energy relative to the best compared isomer or geometry (same formula, charge and spin): 31.0, 6.0 (kcal per mole)
Total energy: -7135.46059, -6242.97133 (a.u.)